{"formula": "C23H36Cl2O10P", "method": "the ωB97M-V functional and the def2-TZVPD basis", "charge": 1, "energy_ha": -2911.74752, "lumo_ha": -0.145, "homo_ev": -11.675, "max_force_ev_per_a": 9.07, "orbital_gap_ev": 7.7, "symbols": ["C", "C", "Cl", "C", "P", "C", "C", "O", "C", "C", "O", "Cl", "H", "H", "H", "H", "H", "H", "H", "H", "H", "H", "H", "H", "O", "C", "O", "C", "C", "C", "H", "H", "H", "H", "H", "H", "O", "C", "O", "C", "C", "C", "H", "H", "H", "H", "H", "H", "O", "C", "O", "C", "C", "C", "H", "H", "H", "H", "H", "H", "O", "C", "O", "C", "C", "C", "H", "H", "H", "H", "H", "H"], "coordinates": [[-1.615, 4.044, 0.414], [-1.169, 2.540, -0.153], [0.470, 2.755, -1.005], [-2.333, 1.888, -1.121], [-2.444, -0.026, -0.772], [-2.861, -0.144, 1.126], [-3.629, -1.539, 1.531], [-3.468, -2.730, 0.935], [-0.703, -0.720, -1.198], [0.248, -1.021, 0.103], [0.649, -0.141, 1.023], [0.870, -2.798, 0.267], [-2.668, 4.274, -0.043], [-1.702, 4.011, 1.600], [-0.785, 4.831, 0.163], [-0.975, 1.890, 0.805], [-3.392, 2.324, -0.830], [-2.077, 2.028, -2.266], [-3.495, -0.640, -1.596], [-3.622, 0.756, 1.313], [-1.907, 0.044, 1.802], [-4.356, -1.476, 2.477], [-0.825, -1.711, -1.852], [-0.131, 0.104, -1.847], [5.186, -4.671, -4.123], [4.703, -3.886, -3.323], [3.387, -3.521, -3.301], [3.198, -2.511, -2.312], [4.355, -2.665, -1.359], [5.462, -3.150, -2.261], [3.194, -1.534, -2.806], [2.236, -2.659, -1.812], [4.599, -1.743, -0.825], [4.123, -3.436, -0.615], [6.007, -2.321, -2.720], [6.146, -3.818, -1.732], [-1.016, -3.715, -1.948], [-1.059, -4.933, -1.917], [-0.403, -5.750, -2.793], [-0.764, -7.105, -2.530], [-1.249, -7.118, -1.104], [-1.864, -5.750, -0.952], [-1.546, -7.402, -3.238], [0.106, -7.752, -2.671], [-1.943, -7.936, -0.893], [-0.395, -7.214, -0.423], [-2.913, -5.738, -1.263], [-1.758, -5.373, 0.068], [-2.593, 6.412, 0.886], [-2.640, 7.195, -0.048], [-3.040, 6.862, -1.311], [-2.867, 7.989, -2.169], [-2.853, 9.187, -1.255], [-2.230, 8.635, 0.003], [-1.924, 7.872, -2.714], [-3.689, 8.035, -2.889], [-2.314, 10.041, -1.672], [-3.882, 9.505, -1.045], [-1.138, 8.697, -0.023], [-2.625, 9.126, 0.895], [4.824, -1.025, 6.598], [4.062, -0.827, 5.666], [4.329, -1.161, 4.369], [3.271, -0.687, 3.537], [2.086, -0.527, 4.452], [2.729, -0.149, 5.762], [3.579, 0.262, 3.086], [3.077, -1.411, 2.740], [1.360, 0.207, 4.093], [1.569, -1.488, 4.561], [2.882, 0.931, 5.844], [2.156, -0.524, 6.614]], "atomic_forces_ev_per_a": [[-0.122, -0.984, 0.180], [-0.551, 0.818, 1.434], [-1.473, -0.669, 0.415], [0.146, -0.151, 0.096], [1.260, 1.266, 0.887], [-1.129, -0.075, 0.180], [0.668, -5.253, -1.793], [-0.716, 7.941, 3.270], [1.082, -0.740, -0.627], [2.049, 3.573, 4.423], [-3.075, -5.728, -6.320], [-1.063, 2.762, -0.027], [2.311, -0.065, 0.952], [0.083, -0.001, -2.656], [-1.925, -1.624, 0.269], [-0.173, 0.972, -2.189], [2.190, -0.779, -0.764], [-0.677, -0.183, 2.384], [1.077, 0.399, 0.892], [1.636, -1.934, -0.337], [-1.859, -0.563, -1.560], [1.557, -0.010, -2.020], [0.267, 1.952, 1.615], [-1.288, -1.603, 1.552], [-1.372, 1.275, 1.280], [1.150, -1.408, -1.786], [0.366, -0.402, -0.224], [-0.524, 0.332, 0.106], [0.103, 0.327, 0.882], [0.104, -0.020, 0.542], [0.037, -0.018, -0.016], [0.202, -0.087, -0.456], [-0.104, -0.101, -0.048], [-0.001, 0.138, -0.076], [0.074, -0.172, -0.016], [0.095, 0.151, -0.401], [0.212, -1.251, -0.467], [0.019, 0.919, -0.586], [-0.318, 1.432, 0.650], [0.086, -0.943, -0.267], [-0.065, -0.681, 0.594], [0.115, -0.200, 0.445], [0.092, 0.070, 0.034], [-0.098, 0.309, -0.167], [0.156, 0.091, -0.086], [-0.140, -0.038, -0.121], [0.048, 0.171, 0.084], [-0.277, 0.235, -0.256], [-0.539, 1.156, -1.575], [0.303, -1.032, 1.430], [0.054, -0.440, 1.010], [-0.049, 0.332, -0.883], [-0.167, 0.898, -0.165], [-0.232, 0.437, 0.030], [-0.076, -0.023, 0.051], [0.153, -0.261, 0.142], [-0.117, -0.164, -0.013], [0.176, -0.031, -0.083], [-0.061, -0.046, 0.167], [0.348, -0.274, 0.034], [-1.099, 0.072, -1.989], [1.706, -0.176, 1.908], [0.134, -0.078, 0.634], [-0.077, 0.007, -0.709], [-0.923, 0.058, -0.159], [-0.566, -0.103, 0.026], [-0.015, -0.058, 0.020], [0.256, 0.076, 0.119], [0.118, -0.107, -0.056], [0.066, 0.134, -0.060], [0.034, -0.103, 0.153], [0.341, 0.276, 0.067]]}

=====

{"formula": "C23H36N4O3S", "method": "the ωB97M-V functional and the def2-TZVPD basis", "smiles": "CSCC[C@H](N)C(=O)N1CCC(C(=O)N[C@H](C)C(=O)Nc2ccc(C(C)C)cc2)CC1", "energy_ha": -1741.04286, "lumo_ha": 0.019, "homo_ev": -8.440, "max_force_ev_per_a": 0.60, "orbital_gap_ev": 9.0, "symbols": ["C", "S", "C", "C", "C", "N", "C", "O", "N", "C", "C", "C", "C", "O", "N", "C", "C", "C", "O", "N", "C", "C", "C", "C", "C", "C", "C", "C", "C", "C", "C", "H", "H", "H", "H", "H", "H", "H", "H", "H", "H", "H", "H", "H", "H", "H", "H", "H", "H", "H", "H", "H", "H", "H", "H", "H", "H", "H", "H", "H", "H", "H", "H", "H", "H", "H", "H"], "coordinates": [[-1.731, 5.413, -3.527], [-1.419, 4.889, -1.817], [0.378, 4.591, -1.906], [0.722, 3.280, -2.592], [0.286, 2.088, -1.740], [1.125, 2.023, -0.545], [0.409, 0.793, -2.551], [1.113, 0.741, -3.546], [-0.215, -0.308, -2.069], [-1.092, -0.392, -0.927], [-2.429, -1.020, -1.333], [-2.211, -2.423, -1.918], [-1.680, -3.363, -0.841], [-0.569, -3.867, -0.861], [-2.543, -3.594, 0.169], [-2.135, -4.256, 1.403], [-3.343, -4.817, 2.129], [-1.417, -3.175, 2.247], [-1.968, -2.593, 3.154], [-0.173, -2.921, 1.774], [0.654, -1.823, 2.049], [1.750, -1.619, 1.215], [2.574, -0.526, 1.401], [2.332, 0.391, 2.418], [3.240, 1.580, 2.612], [3.968, 1.479, 3.955], [2.464, 2.894, 2.512], [1.242, 0.169, 3.251], [0.408, -0.920, 3.078], [-1.240, -2.307, -3.097], [0.048, -1.596, -2.688], [-1.135, 6.293, -3.749], [-2.787, 5.653, -3.594], [-1.493, 4.605, -4.214], [0.822, 5.443, -2.420], [0.718, 4.568, -0.872], [0.241, 3.213, -3.569], [1.800, 3.228, -2.755], [-0.748, 2.266, -1.423], [0.843, 1.264, 0.065], [2.086, 1.849, -0.823], [-1.276, 0.592, -0.501], [-0.616, -1.013, -0.156], [-3.086, -1.043, -0.462], [-2.898, -0.392, -2.094], [-3.169, -2.823, -2.270], [-3.431, -3.120, 0.195], [-1.431, -5.049, 1.131], [-3.968, -4.003, 2.490], [-3.922, -5.458, 1.469], [-3.017, -5.397, 2.988], [0.125, -3.475, 0.974], [1.950, -2.319, 0.416], [3.419, -0.384, 0.742], [3.993, 1.567, 1.816], [4.666, 2.306, 4.068], [4.524, 0.545, 4.018], [3.261, 1.511, 4.780], [1.938, 2.954, 1.562], [1.737, 2.976, 3.316], [3.149, 3.736, 2.587], [1.031, 0.857, 4.055], [-0.435, -1.071, 3.731], [-0.984, -3.300, -3.466], [-1.725, -1.751, -3.901], [0.675, -1.414, -3.562], [0.596, -2.225, -1.980]], "atomic_forces_ev_per_a": [[0.231, -0.225, 0.441], [0.051, 0.164, -0.036], [-0.475, 0.020, -0.093], [-0.193, -0.154, 0.201], [0.095, 0.091, -0.320], [-0.046, 0.010, 0.075], [-0.028, 0.329, 0.166], [0.192, 0.131, -0.199], [-0.154, -0.329, -0.098], [-0.292, 0.119, 0.162], [0.112, 0.023, 0.134], [0.081, 0.069, -0.265], [-0.514, 0.141, -0.285], [0.362, -0.213, -0.093], [-0.241, -0.154, 0.301], [-0.007, -0.018, 0.177], [0.211, 0.111, -0.094], [-0.112, -0.517, -0.283], [-0.122, 0.162, 0.204], [0.466, -0.162, -0.141], [0.114, 0.240, 0.091], [-0.137, -0.102, 0.053], [-0.043, 0.018, 0.098], [0.134, 0.018, -0.140], [-0.047, 0.134, 0.219], [0.075, -0.004, -0.276], [0.188, -0.135, -0.147], [0.140, -0.004, -0.160], [-0.184, -0.074, 0.099], [0.104, -0.119, 0.282], [0.260, -0.157, -0.368], [-0.016, 0.073, -0.108], [-0.083, 0.032, -0.073], [-0.042, 0.028, -0.155], [0.097, 0.015, 0.077], [0.074, 0.090, 0.003], [0.099, 0.023, -0.025], [0.021, -0.077, -0.094], [0.129, -0.062, -0.086], [0.101, 0.004, 0.048], [-0.013, -0.076, 0.055], [0.063, -0.070, 0.010], [-0.027, 0.101, 0.033], [-0.048, 0.032, -0.008], [-0.039, 0.012, 0.023], [0.048, 0.012, 0.069], [0.065, 0.051, -0.110], [-0.097, 0.127, 0.039], [-0.065, 0.022, 0.057], [-0.007, -0.075, -0.060], [-0.034, -0.024, 0.098], [-0.247, 0.054, 0.139], [0.012, -0.078, -0.108], [0.098, 0.029, -0.064], [-0.059, -0.049, 0.018], [0.077, 0.092, 0.073], [0.064, -0.072, 0.074], [-0.083, 0.007, 0.121], [-0.065, 0.089, -0.016], [-0.109, 0.031, 0.127], [0.045, 0.140, 0.042], [-0.031, 0.101, 0.112], [-0.032, -0.014, 0.020], [-0.015, 0.007, -0.062], [-0.018, -0.006, -0.024], [-0.077, -0.060, 0.157], [-0.013, 0.078, -0.106]]}

=====

{"formula": "C23H36N4O4S", "method": "the ωB97M-V functional and the def2-TZVPD basis", "smiles": "Cc1ccc(S(=O)(=O)N2CCC(C(=O)N[C@H](C(=O)N3CCN(C)CC3)C(C)C)CC2)cc1", "e_above_lowest_ev": 0.0116, "energy_ha": -1816.23650, "lumo_ha": 0.023, "homo_ev": -8.394, "max_force_ev_per_a": 1.09, "orbital_gap_ev": 9.0, "symbols": ["C", "C", "C", "C", "C", "S", "O", "O", "N", "C", "C", "C", "C", "O", "N", "C", "C", "O", "N", "C", "C", "N", "C", "C", "C", "C", "C", "C", "C", "C", "C", "C", "H", "H", "H", "H", "H", "H", "H", "H", "H", "H", "H", "H", "H", "H", "H", "H", "H", "H", "H", "H", "H", "H", "H", "H", "H", "H", "H", "H", "H", "H", "H", "H", "H", "H", "H", "H"], "coordinates": [[-1.587, 3.434, 0.161], [-1.594, 2.414, -0.930], [-0.684, 2.503, -1.983], [-0.676, 1.558, -2.995], [-1.579, 0.513, -2.956], [-1.566, -0.729, -4.255], [-2.878, -1.302, -4.320], [-0.989, -0.144, -5.429], [-0.541, -1.951, -3.781], [-0.943, -2.765, -2.662], [-0.387, -2.243, -1.334], [1.135, -2.078, -1.432], [1.690, -1.565, -0.107], [2.282, -2.291, 0.670], [1.429, -0.271, 0.170], [2.036, 0.435, 1.280], [0.940, 1.129, 2.098], [0.765, 2.338, 2.038], [0.185, 0.351, 2.895], [0.167, -1.093, 2.980], [-1.192, -1.603, 2.463], [-2.327, -1.028, 3.154], [-2.577, -1.590, 4.465], [-2.242, 0.419, 3.131], [-0.899, 0.952, 3.652], [3.112, 1.437, 0.806], [4.373, 0.681, 0.395], [2.631, 2.329, -0.336], [1.495, -1.181, -2.622], [0.879, -1.749, -3.904], [-2.500, 0.412, -1.931], [-2.503, 1.360, -0.922], [-1.399, 4.427, -0.241], [-0.792, 3.212, 0.875], [-2.534, 3.441, 0.696], [0.013, 3.327, -2.013], [0.001, 1.633, -3.832], [-0.582, -3.785, -2.836], [-2.033, -2.777, -2.659], [-0.847, -1.282, -1.095], [-0.630, -2.949, -0.538], [1.581, -3.066, -1.588], [0.935, 0.303, -0.495], [2.533, -0.320, 1.898], [0.291, -1.376, 4.031], [0.968, -1.550, 2.407], [-1.284, -1.335, 1.405], [-1.233, -2.690, 2.550], [-2.713, -2.665, 4.360], [-1.779, -1.412, 5.198], [-3.501, -1.163, 4.853], [-2.360, 0.737, 2.091], [-3.061, 0.835, 3.719], [-0.772, 0.701, 4.710], [-0.840, 2.034, 3.532], [3.340, 2.076, 1.664], [5.135, 1.377, 0.053], [4.154, -0.014, -0.414], [4.776, 0.112, 1.230], [2.491, 1.757, -1.252], [3.375, 3.097, -0.533], [1.701, 2.818, -0.063], [1.109, -0.171, -2.472], [2.579, -1.124, -2.733], [1.341, -2.713, -4.144], [1.025, -1.071, -4.746], [-3.217, -0.394, -1.950], [-3.232, 1.288, -0.127]], "atomic_forces_ev_per_a": [[0.085, 0.029, 0.099], [-0.025, -0.049, -0.029], [-0.011, -0.122, -0.007], [0.077, 0.086, -0.104], [-0.103, -0.423, -0.526], [0.086, -0.247, -0.064], [-0.003, 0.021, 0.338], [0.228, 0.149, 0.212], [-0.698, 0.665, -0.507], [-0.382, -0.119, 0.579], [0.107, -0.191, -0.174], [-0.009, 0.136, 0.136], [-0.234, -0.371, -0.502], [0.275, -0.259, 0.203], [-0.041, 0.465, 0.129], [0.271, 0.257, 0.174], [0.239, -0.185, -0.039], [0.182, 0.282, -0.049], [-0.257, -0.006, 0.337], [-0.153, -0.437, -0.217], [0.270, -0.024, 0.065], [-0.202, -0.057, -0.116], [0.036, 0.038, -0.048], [0.183, 0.123, 0.139], [-0.367, 0.287, -0.065], [-0.081, -0.107, -0.020], [-0.188, 0.108, 0.172], [0.008, -0.007, 0.298], [-0.011, -0.292, -0.079], [0.537, 0.444, -0.099], [-0.137, -0.040, -0.019], [0.069, -0.046, -0.070], [-0.037, 0.116, -0.011], [-0.035, 0.038, 0.024], [-0.091, 0.048, 0.045], [0.070, 0.094, -0.018], [0.115, 0.079, -0.072], [-0.066, 0.041, -0.028], [0.047, -0.231, 0.120], [0.009, -0.077, 0.064], [-0.039, 0.019, 0.057], [0.026, 0.085, 0.099], [-0.037, -0.085, -0.150], [-0.152, 0.081, -0.090], [0.055, -0.011, -0.054], [0.066, 0.026, 0.033], [0.101, -0.041, -0.041], [0.002, -0.040, -0.042], [-0.011, -0.055, 0.076], [0.004, -0.022, 0.071], [-0.028, -0.021, 0.088], [0.008, 0.114, 0.007], [-0.032, 0.038, -0.033], [0.020, 0.017, -0.016], [-0.017, -0.127, 0.089], [-0.029, -0.043, -0.033], [0.099, 0.043, -0.071], [0.021, -0.098, -0.126], [0.086, -0.101, 0.056], [0.006, -0.071, -0.162], [0.072, 0.074, -0.092], [-0.085, 0.088, -0.070], [0.103, 0.004, 0.002], [0.028, 0.081, 0.009], [-0.048, 0.046, -0.033], [0.226, -0.149, 0.021], [-0.132, -0.077, 0.063], [-0.076, 0.009, 0.073]]}